Here is a single C5H9NO molecule in a non-equilibrium geometry from the OMol25 dataset. Energies are from the ωB97M-V functional and the def2-TZVPD basis.

Properties
net charge = 0
SMILES = CC1(C)COC=N1
LUMO level = 0.98 eV

Geometry (Å):
C (0.721, 1.166, 0.637)
C (0.217, -0.051, -0.136)
C (1.356, -0.960, -0.619)
C (-0.828, -0.815, 0.605)
O (-1.960, 0.045, 0.610)
C (-1.880, 0.694, -0.675)
N (-0.773, 0.653, -1.296)
H (1.121, 1.844, -0.117)
H (1.513, 0.979, 1.377)
H (-0.126, 1.639, 1.143)
H (2.298, -0.875, -0.048)
H (1.082, -2.026, -0.620)
H (1.555, -0.646, -1.637)
H (-1.072, -1.765, 0.102)
H (-0.364, -1.036, 1.572)
H (-2.860, 1.154, -0.900)

=====

Here is a gas-phase ion, C8H11N2O2 (charge +1) in a non-equilibrium geometry from the OMol25 dataset. Energies are from the ωB97M-V functional and the def2-TZVPD basis.

Properties
net charge = +1
SMILES = Nc1cc[nH+]c(CCC(=O)O)c1
LUMO level = -4.45 eV

Geometry (Å):
N (2.363, -1.658, 1.039)
C (1.874, -0.507, 0.359)
C (2.677, 0.383, -0.364)
C (2.078, 1.418, -0.994)
N (0.758, 1.632, -0.923)
C (-0.024, 0.790, -0.232)
C (-1.512, 1.112, -0.255)
C (-2.361, 0.260, 0.707)
C (-2.606, -1.174, 0.253)
O (-3.203, -1.920, 0.997)
O (-2.148, -1.622, -0.947)
C (0.501, -0.278, 0.436)
H (3.074, -1.359, 1.702)
H (2.771, -2.312, 0.376)
H (3.751, 0.249, -0.427)
H (2.677, 2.107, -1.584)
H (0.364, 2.435, -1.397)
H (-1.839, 0.849, -1.276)
H (-1.697, 2.185, -0.141)
H (-3.348, 0.733, 0.759)
H (-1.960, 0.208, 1.723)
H (-2.074, -2.582, -0.831)
H (-0.115, -0.948, 1.020)

=====

Here is a molecular structure, C29H47CsN3O2PSSb in a non-equilibrium geometry from the OMol25 dataset. Energies are from the ωB97M-V functional and the def2-TZVPD basis.

Properties
net charge = +1
LUMO level = -1.83 eV

Geometry (Å):
Cs (0.176, 0.286, -0.302)
C (-1.552, 3.067, 2.679)
C (-0.687, 3.572, 1.561)
C (0.603, 4.044, 1.786)
C (1.341, 4.504, 0.712)
C (0.767, 4.490, -0.549)
C (-0.518, 3.979, -0.696)
N (-1.229, 3.519, 0.338)
Sb (-1.465, 3.993, -2.624)
C (-3.081, 2.718, -2.067)
C (-4.367, 3.154, -2.354)
C (-5.441, 2.336, -2.028)
C (-5.187, 1.111, -1.449)
C (-3.867, 0.746, -1.198)
C (-3.510, -0.574, -0.582)
N (-2.836, 1.538, -1.488)
C (-0.211, 2.466, -3.481)
C (1.102, 2.762, -3.830)
C (1.883, 1.772, -4.408)
C (1.317, 0.535, -4.650)
C (-0.013, 0.322, -4.296)
C (-0.711, -0.974, -4.601)
N (-0.752, 1.263, -3.701)
H (-1.377, 3.603, 3.612)
H (-1.351, 2.008, 2.856)
H (-2.599, 3.164, 2.398)
H (1.003, 4.066, 2.791)
H (2.344, 4.887, 0.853)
H (1.312, 4.877, -1.401)
H (-4.529, 4.115, -2.826)
H (-6.455, 2.652, -2.236)
H (-5.991, 0.434, -1.193)
H (-4.351, -1.264, -0.528)
H (-3.131, -0.435, 0.432)
H (-2.724, -1.050, -1.173)
H (1.513, 3.751, -3.663)
H (2.911, 1.973, -4.681)
H (1.883, -0.258, -5.122)
H (-0.913, -1.065, -5.670)
H (-1.663, -1.012, -4.074)
H (-0.099, -1.834, -4.322)
C (3.526, -0.226, 1.345)
O (2.824, -0.003, 0.124)
H (4.237, -1.050, 1.252)
H (2.827, -0.439, 2.158)
H (4.075, 0.682, 1.581)
H (2.352, -0.819, -0.116)
C (1.695, -4.510, -4.036)
C (1.188, -3.985, -2.703)
S (1.829, -2.375, -2.287)
O (1.213, -2.068, -0.916)
C (3.555, -2.721, -1.990)
C (3.833, -3.726, -0.885)
H (1.131, -5.402, -4.307)
H (2.746, -4.795, -3.988)
H (1.566, -3.784, -4.840)
H (1.408, -4.649, -1.865)
H (0.108, -3.822, -2.714)
H (3.974, -1.737, -1.769)
H (3.968, -3.021, -2.957)
H (3.188, -3.559, -0.023)
H (4.867, -3.616, -0.557)
H (3.702, -4.753, -1.223)
C (0.936, 0.335, 6.100)
C (0.989, 0.706, 4.621)
P (-0.001, -0.314, 3.460)
C (-1.663, -0.352, 4.255)
C (-2.802, -0.609, 3.279)
C (0.656, -1.999, 3.786)
C (0.021, -3.061, 2.893)
H (1.549, 1.007, 6.702)
H (1.299, -0.677, 6.281)
H (-0.083, 0.391, 6.486)
H (2.019, 0.675, 4.250)
H (0.667, 1.742, 4.475)
H (-1.801, 0.624, 4.731)
H (-1.665, -1.080, 5.072)
H (-2.864, 0.190, 2.538)
H (-3.764, -0.652, 3.792)
H (-2.680, -1.547, 2.735)
H (0.527, -2.262, 4.839)
H (1.736, -1.959, 3.613)
H (-1.045, -3.169, 3.096)
H (0.481, -4.037, 3.052)
H (0.131, -2.816, 1.833)

=====

Here is 3 unconnected molecules or ions with the total composition C16H38BrNO10P2 in a non-equilibrium geometry from the OMol25 dataset. Energies are from the ωB97M-V functional and the def2-TZVPD basis.

Properties
net charge = 0
SMILES = CC(C)[C@@H](C)CO[PH](Br)(CN)CP(=O)(O)O.CCOC(=O)OC.CCOC(=O)OC
LUMO level = 0.32 eV

Geometry (Å):
C (3.915, -1.027, 1.481)
C (3.955, -1.675, 0.036)
C (5.331, -1.218, -0.575)
C (2.741, -1.083, -0.733)
C (2.819, -1.223, -2.297)
C (1.365, -1.639, -0.232)
O (0.513, -0.550, 0.134)
P (-0.936, -0.480, -0.795)
Br (-2.807, -0.341, -2.190)
C (-1.645, -1.981, 0.091)
N (-3.126, -2.014, 0.187)
C (-1.265, 1.286, -0.257)
P (0.236, 2.389, -0.293)
O (0.833, 2.560, 1.086)
O (-0.349, 3.882, -0.787)
O (1.361, 1.941, -1.434)
H (4.492, -1.642, 2.194)
H (2.891, -0.793, 1.817)
H (4.471, -0.068, 1.382)
H (3.906, -2.774, 0.155)
H (5.170, -0.167, -0.906)
H (6.109, -1.208, 0.205)
H (5.608, -1.809, -1.467)
H (2.732, 0.007, -0.518)
H (3.800, -1.557, -2.678)
H (2.605, -0.228, -2.745)
H (2.064, -1.919, -2.721)
H (0.912, -2.312, -0.997)
H (1.477, -2.271, 0.678)
H (-0.161, -0.674, -1.982)
H (-1.243, -2.120, 1.110)
H (-1.340, -2.880, -0.496)
H (-3.508, -2.625, -0.529)
H (-3.319, -2.518, 1.052)
H (-1.995, 1.738, -0.952)
H (-1.722, 1.356, 0.749)
H (0.398, 4.368, -1.158)
H (1.045, 1.171, -1.922)
C (5.117, 8.882, 0.207)
C (5.611, 7.473, -0.055)
O (5.159, 6.571, 0.961)
C (3.897, 6.155, 0.833)
O (3.139, 6.458, -0.050)
O (3.621, 5.357, 1.861)
C (2.263, 4.896, 1.885)
H (5.388, 9.202, 1.214)
H (5.545, 9.580, -0.515)
H (4.030, 8.936, 0.134)
H (6.700, 7.452, -0.020)
H (5.311, 7.119, -1.042)
H (1.984, 4.446, 0.943)
H (1.595, 5.724, 2.128)
H (2.185, 4.142, 2.662)
C (-7.280, -7.814, 0.707)
C (-6.662, -6.718, 1.551)
O (-6.235, -5.618, 0.738)
C (-7.203, -4.783, 0.357)
O (-8.365, -4.867, 0.645)
O (-6.655, -3.841, -0.413)
C (-7.596, -2.912, -0.954)
H (-6.598, -8.112, -0.092)
H (-7.511, -8.687, 1.319)
H (-8.200, -7.472, 0.234)
H (-5.768, -7.094, 2.049)
H (-7.346, -6.376, 2.329)
H (-8.217, -2.477, -0.172)
H (-8.215, -3.403, -1.705)
H (-7.030, -2.116, -1.432)

=====

Here is 2 unconnected molecules or ions with the total composition C2H4N2S in a non-equilibrium geometry from the OMol25 dataset. Energies are from the ωB97M-V functional and the def2-TZVPD basis.

Properties
net charge = 0
LUMO level (spin up / spin down) = -0.69 / -1.21 eV

Geometry (Å):
C (-2.459, -0.063, 0.158)
C (-0.093, 0.487, 0.650)
N (-3.369, -0.673, 0.488)
N (2.552, -0.502, -0.713)
S (-1.212, 0.905, -0.420)
H (1.028, 0.571, 0.342)
H (-0.471, -0.085, 1.529)
H (2.394, 0.425, -1.244)
H (1.630, -1.065, -0.790)

=====

Here is 11 unconnected molecules or ions with the total composition C34H65FN4O20 in a non-equilibrium geometry from the OMol25 dataset. Energies are from the ωB97M-V functional and the def2-TZVPD basis.

Properties
net charge = 0
SMILES = C[N+](=O)[O-].C[N+](=O)[O-].C[N+](=O)[O-].C[N+](=O)[O-].CCOC(C)=O.CCOC(C)=O.CCOC(C)=O.CCOC(C)=O.CCOC(C)=O.CCOC(C)=O.Fc1ccccc1
LUMO level = -0.31 eV

Geometry (Å):
C (8.955, -8.259, -19.892)
N (8.193, -7.909, -18.696)
O (8.764, -7.321, -17.754)
O (6.957, -8.111, -18.803)
H (10.013, -8.348, -19.643)
H (8.755, -7.429, -20.570)
H (8.653, -9.190, -20.371)
C (10.710, -3.309, -19.538)
N (10.273, -3.459, -20.972)
O (9.660, -4.425, -21.337)
O (10.657, -2.526, -21.685)
H (10.114, -2.561, -19.015)
H (11.737, -2.947, -19.580)
H (10.679, -4.266, -19.018)
C (8.316, -11.814, -22.783)
N (9.561, -11.105, -23.181)
O (10.317, -11.612, -24.041)
O (9.880, -10.113, -22.510)
H (8.353, -11.958, -21.703)
H (8.339, -12.813, -23.217)
H (7.442, -11.339, -23.228)
C (7.639, -6.393, -24.793)
N (7.111, -7.693, -24.324)
O (7.829, -8.653, -24.176)
O (5.912, -7.728, -23.987)
H (7.950, -5.929, -23.858)
H (6.834, -5.913, -25.350)
H (8.371, -6.595, -25.575)
C (12.585, -9.757, -31.495)
C (12.051, -10.265, -30.199)
O (13.105, -10.494, -29.241)
C (13.839, -9.454, -28.684)
C (15.086, -9.812, -27.896)
O (13.489, -8.235, -28.716)
H (12.826, -8.700, -31.383)
H (11.869, -9.625, -32.306)
H (13.429, -10.363, -31.826)
H (11.338, -9.544, -29.799)
H (11.458, -11.172, -30.313)
H (14.855, -10.082, -26.866)
H (15.794, -8.989, -27.802)
H (15.463, -10.659, -28.469)
C (12.111, -1.451, -24.547)
C (13.174, -0.405, -24.526)
O (14.185, -0.554, -25.491)
C (15.341, -1.206, -25.212)
C (16.273, -1.109, -26.370)
O (15.633, -1.688, -24.185)
H (11.402, -1.287, -25.358)
H (11.516, -1.510, -23.636)
H (12.647, -2.397, -24.624)
H (12.730, 0.582, -24.655)
H (13.569, -0.461, -23.512)
H (15.818, -1.679, -27.180)
H (17.238, -1.519, -26.069)
H (16.533, -0.128, -26.767)
C (8.766, -3.999, -28.153)
C (8.496, -5.464, -28.576)
O (7.474, -6.247, -27.883)
C (6.629, -7.048, -28.503)
C (5.509, -7.503, -27.508)
O (6.689, -7.352, -29.746)
H (7.924, -3.410, -28.515)
H (9.677, -3.457, -28.409)
H (8.875, -3.916, -27.071)
H (8.338, -5.496, -29.654)
H (9.390, -6.087, -28.605)
H (5.177, -6.876, -26.680)
H (5.825, -8.468, -27.111)
H (4.666, -7.726, -28.163)
C (13.181, 1.598, -27.804)
C (12.892, 0.739, -29.054)
O (13.494, -0.535, -28.940)
C (12.791, -1.663, -29.110)
C (13.536, -2.924, -28.726)
O (11.652, -1.725, -29.518)
H (12.469, 1.352, -27.016)
H (12.921, 2.638, -28.004)
H (14.192, 1.481, -27.414)
H (11.818, 0.704, -29.235)
H (13.415, 1.291, -29.835)
H (12.934, -3.689, -29.218)
H (13.591, -3.053, -27.645)
H (14.523, -2.939, -29.189)
C (7.447, -14.574, -26.686)
C (8.644, -13.905, -27.167)
O (8.592, -12.551, -26.852)
C (8.639, -11.536, -27.832)
C (8.620, -10.189, -27.201)
O (8.760, -11.682, -29.070)
H (7.336, -14.348, -25.626)
H (7.639, -15.646, -26.728)
H (6.540, -14.268, -27.208)
H (9.553, -14.308, -26.720)
H (8.789, -14.107, -28.228)
H (9.691, -10.021, -27.090)
H (8.092, -10.331, -26.258)
H (8.173, -9.328, -27.698)
C (14.311, -7.719, -22.167)
C (13.489, -8.561, -21.178)
O (13.458, -9.935, -21.355)
C (12.734, -10.627, -20.515)
C (12.804, -12.117, -20.809)
O (11.931, -10.192, -19.688)
H (15.363, -7.996, -22.098)
H (14.327, -6.684, -21.824)
H (13.963, -7.724, -23.200)
H (13.666, -8.224, -20.156)
H (12.495, -8.225, -21.473)
H (11.916, -12.742, -20.719)
H (13.452, -12.543, -20.044)
H (13.244, -12.369, -21.774)
F (11.295, -4.257, -26.341)
C (11.162, -5.512, -25.813)
C (11.416, -6.593, -26.635)
C (11.504, -7.840, -25.969)
C (11.265, -8.034, -24.619)
C (10.834, -6.961, -23.892)
C (10.803, -5.692, -24.437)
H (11.725, -6.536, -27.668)
H (11.832, -8.639, -26.617)
H (11.198, -9.022, -24.189)
H (10.637, -7.080, -22.837)
H (10.596, -4.830, -23.820)

=====

Here is a molecular structure, C25H27IN2O5Sn in a non-equilibrium geometry from the OMol25 dataset. Energies are from the ωB97M-V functional and the def2-TZVPD basis.

Properties
net charge = +2
LUMO level = -6.88 eV

Geometry (Å):
Sn (0.331, 0.220, 0.006)
C (2.734, 0.845, 2.359)
O (1.333, 0.926, 2.006)
C (0.513, 0.838, 3.172)
C (-0.896, 0.872, 2.680)
O (-0.966, -0.180, 1.671)
C (-2.334, -0.493, 1.290)
C (-2.284, -1.705, 0.405)
O (-1.216, -1.452, -0.515)
C (-1.320, -2.164, -1.764)
H (2.970, 1.650, 3.053)
H (2.942, -0.121, 2.822)
H (3.322, 0.956, 1.457)
H (0.718, -0.101, 3.695)
H (0.699, 1.665, 3.861)
H (-1.587, 0.651, 3.491)
H (-1.180, 1.824, 2.227)
H (-2.926, -0.675, 2.186)
H (-2.743, 0.357, 0.753)
H (-2.107, -2.648, 0.918)
H (-3.244, -1.754, -0.116)
H (-2.159, -1.770, -2.335)
H (-0.393, -2.011, -2.313)
H (-1.452, -3.228, -1.566)
C (0.010, -5.656, 1.530)
C (0.761, -5.601, 0.360)
C (1.211, -4.386, -0.128)
C (0.891, -3.228, 0.571)
C (0.148, -3.270, 1.738)
C (-0.294, -4.492, 2.223)
N (1.355, -1.934, 0.137)
N (2.313, -1.944, -0.635)
C (2.824, -0.671, -1.062)
C (4.043, -0.702, -1.731)
C (4.630, 0.505, -2.077)
C (4.015, 1.712, -1.764)
C (2.775, 1.765, -1.113)
C (2.239, 0.536, -0.796)
H (-0.335, -6.611, 1.902)
H (1.007, -6.512, -0.168)
H (1.788, -4.329, -1.039)
H (-0.052, -2.357, 2.282)
H (-0.863, -4.540, 3.141)
H (4.507, -1.657, -1.944)
H (5.582, 0.505, -2.589)
H (4.493, 2.645, -2.038)
H (2.282, 2.696, -0.908)
I (-4.745, 6.651, -3.415)
C (-3.530, 5.214, -2.546)
C (-2.313, 5.588, -1.981)
C (-1.490, 4.630, -1.426)
C (-1.883, 3.288, -1.432)
C (-3.113, 2.920, -1.983)
C (-3.932, 3.880, -2.542)
C (-0.995, 2.293, -0.874)
O (-1.378, 1.029, -0.769)
O (0.158, 2.511, -0.456)
H (-2.017, 6.628, -1.976)
H (-0.545, 4.912, -0.984)
H (-3.419, 1.882, -1.977)
H (-4.883, 3.601, -2.974)

=====

Here is a single CH3OPS molecule in a non-equilibrium geometry from the OMol25 dataset. Energies are from the ωB97M-V functional and the def2-TZVPD basis.

Properties
net charge = 0
SMILES = OPC=S
LUMO level = -0.43 eV

Geometry (Å):
O (0.040, -1.044, -0.143)
P (-0.257, 0.401, -0.899)
C (-0.414, 1.387, 0.601)
S (-0.573, 2.989, 0.738)
H (0.354, -1.641, -0.871)
H (0.976, 1.030, -0.896)
H (-0.441, 0.790, 1.495)

=====

Here is a single C3H3N3O2 molecule in a non-equilibrium geometry from the OMol25 dataset. Energies are from the ωB97M-V functional and the def2-TZVPD basis.

Properties
net charge = 0
SMILES = [H]/N=N\c1c[nH]c(=O)o1
LUMO level = -0.35 eV

Geometry (Å):
H (-2.005, 0.754, 1.334)
N (-2.563, -0.286, 1.329)
N (-1.689, -1.060, 0.713)
C (-0.579, -0.414, 0.171)
C (0.622, -1.000, -0.094)
N (1.376, -0.079, -0.516)
C (0.782, 1.175, -0.644)
O (1.273, 2.182, -1.068)
O (-0.413, 0.914, -0.023)
H (0.914, -2.096, -0.145)
H (2.282, -0.091, -1.057)

=====

Here is a single C3H4N2O2S molecule in a non-equilibrium geometry from the OMol25 dataset. Energies are from the ωB97M-V functional and the def2-TZVPD basis.

Properties
net charge = 0
SMILES = O=C1CN/C(=N/O)S1
LUMO level = 0.67 eV

Geometry (Å):
O (-2.687, -0.819, 0.043)
C (-1.624, -0.256, 0.030)
C (-1.437, 1.254, 0.122)
N (-0.057, 1.534, -0.212)
C (0.798, 0.461, -0.069)
N (2.065, 0.609, 0.029)
O (2.699, -0.629, 0.097)
S (-0.045, -1.094, -0.073)
H (-1.716, 1.552, 1.146)
H (-2.123, 1.721, -0.596)
H (0.343, 2.442, 0.110)
H (3.636, -0.388, 0.170)

=====

Here is 2 unconnected molecules or ions with the total composition CH6N5 in a non-equilibrium geometry from the OMol25 dataset. Energies are from the ωB97M-V functional and the def2-TZVPD basis.

Properties
net charge = +1
LUMO level = -4.38 eV

Geometry (Å):
C (0.205, -1.155, 1.100)
N (-0.180, 1.986, -2.073)
N (0.088, 0.924, -1.480)
N (0.396, -2.026, 0.317)
N (-0.039, 0.672, -0.256)
N (-0.260, -0.671, 2.221)
H (-0.064, 1.985, -3.071)
H (0.771, 0.201, -1.860)
H (0.217, -2.063, -0.652)
H (-0.509, 1.515, 0.245)
H (-0.853, -1.317, 2.661)
H (0.229, -0.051, 2.847)